(1)
ORCA calculation (ωB97M-V/def2-TZVPD) on the ion C5H5O3 with charge -1 at a distorted geometry.

Computed properties:
Highest occupied orbital energy = -3.8 eV
2S+1 = 1
SMILES = O=C=C=C([O-])CCO
DFT total energy = -419.2311 Eh
Net charge = -1
Energy relative to the best compared isomer or geometry (same formula, charge and spin) = 36.9 kcal/mol
LUMO level = 3.901 eV

Structure (XYZ):
```
13
Properties=species:S:1:pos:R:3:forces:R:3:lowdin_charge:R:1
O 0.5870 -3.3232 3.5285 -0.1 -1.0 1.0 -0.01
C 0.2056 -2.9012 2.4866 0.7 0.4 0.6 -0.35
C 0.0120 -2.2486 1.4533 -0.4 0.5 -0.9 -0.04
C -0.4725 -1.8860 0.2159 -1.9 -0.6 -2.1 -0.49
O -1.4260 -2.4192 -0.4356 1.3 0.6 1.2 -0.07
C 0.2224 -0.7219 -0.4850 -3.3 0.3 -2.8 -0.17
C 0.0217 0.6493 0.0939 -1.6 1.3 1.2 -0.25
O 0.1530 0.7177 1.5671 0.1 0.8 -1.6 -0.12
H 1.2128 -0.9249 -0.5796 3.1 -0.7 0.1 0.06
H -0.1783 -0.7071 -1.6341 0.7 0.0 2.7 0.16
H -1.0307 1.0562 -0.2082 1.6 -0.7 0.6 0.13
H 0.7573 1.3710 -0.3320 -0.4 -0.5 0.4 0.10
H -0.0527 -0.1331 1.9802 0.0 -0.4 -0.5 0.04
```
Positions in Å, forces in eV/Å.

=====

(2)
ORCA calculation (ωB97M-V/def2-TZVPD) on a structure of composition C12H44AlB5O6S3 at a distorted geometry.

Computed properties:
Highest occupied orbital energy = -2.4 eV
2S+1 = 1
DFT total energy = -2495.6869 Eh
Net charge = -2
LUMO level = 1.916 eV

Structure (XYZ):
```
71
Properties=species:S:1:pos:R:3:forces:R:3:lowdin_charge:R:1
Al -0.4761 1.4527 -0.6368 -0.9 1.9 2.7 1.25
B 1.4053 1.8991 2.0389 0.1 -0.9 2.0 -0.40
H 2.4577 2.2003 2.4050 1.9 0.7 -0.2 -0.06
H 1.2737 2.0600 0.8786 -1.1 0.2 -2.8 -0.05
H 1.2587 0.7982 2.3438 -0.3 -1.7 0.1 -0.06
H 0.5993 2.5317 2.5625 -1.2 1.0 0.2 -0.02
B -1.8592 0.3855 2.1959 0.0 -0.1 0.3 -0.44
H -1.9789 -0.1404 1.1783 -0.1 -0.6 -1.5 -0.08
H -1.4648 -0.3600 2.9871 1.0 -1.4 1.0 -0.04
H -1.2099 1.3343 2.2140 0.9 1.1 -0.1 -0.05
H -2.9219 0.6534 2.5694 -1.8 0.8 0.2 -0.03
B 1.4416 4.0809 -0.8326 0.9 0.1 -0.6 -0.44
H 1.8947 3.0359 -1.0319 0.4 -1.7 -0.4 -0.10
H 0.3272 4.2892 -1.0448 -1.9 0.0 -0.1 -0.03
H 1.7887 4.3913 0.2224 -0.2 -0.1 2.0 -0.01
H 2.0776 4.8125 -1.4693 0.7 1.0 -1.8 -0.07
B -2.7857 1.7480 -2.4984 1.0 1.1 0.9 -0.42
H -2.0123 0.8800 -2.6363 1.8 -1.8 0.1 -0.05
H -3.5543 1.5666 -3.3367 -1.1 -0.5 -1.2 -0.04
H -3.1643 1.8456 -1.4169 -0.8 -0.2 1.5 -0.05
H -2.1638 2.6964 -2.7038 0.6 1.6 -0.5 -0.05
B -1.7747 4.0040 0.7950 1.1 1.3 -0.9 -0.42
H -2.0607 2.8659 0.7981 -0.4 -2.6 -0.5 -0.03
H -2.5037 4.5208 1.5273 -1.4 0.1 1.4 -0.04
H -0.6807 4.1802 1.0825 1.4 0.0 0.7 -0.05
H -1.8954 4.4876 -0.2427 -0.4 0.4 -1.7 -0.05
C 2.0776 -2.8614 2.6203 -0.8 1.5 1.7 -0.25
C 0.8480 -3.7537 2.7503 -0.1 -0.8 -0.4 -0.21
C -0.2017 -3.2447 1.7541 -0.6 -0.4 -0.4 -0.21
S 0.6699 -2.3720 0.4545 -0.2 -0.3 0.6 0.66
O 0.2324 -1.0090 0.5142 0.7 0.5 -0.7 -0.35
O 0.5804 -3.1294 -0.7696 0.3 0.0 -0.3 -0.33
C 2.3457 -2.6172 1.1540 -1.0 -0.6 0.7 -0.20
H 2.9071 -3.3290 3.1528 0.2 0.2 -0.2 0.11
H 1.7978 -1.9456 3.1527 0.5 0.3 -0.2 0.12
H 0.4277 -3.7898 3.7543 0.2 0.3 0.1 0.11
H 1.2586 -4.7558 2.5757 -0.8 -0.3 -0.5 0.10
H -0.9825 -2.5949 2.1560 0.6 0.6 0.4 0.09
H -0.8372 -3.9183 1.1751 0.5 -0.7 0.2 0.08
H 2.9656 -1.7524 0.9392 0.2 -0.3 -0.2 0.09
H 2.6451 -3.6351 0.8922 0.5 0.5 -1.3 0.10
C 5.3735 -0.5683 -0.8075 -1.4 -0.1 -1.2 -0.22
C 5.9070 0.8211 -1.1918 -0.1 -1.3 1.2 -0.22
C 4.7216 1.7975 -1.4046 1.0 0.4 -1.4 -0.16
S 3.3507 0.7610 -2.1203 0.0 -1.7 0.8 0.71
O 3.0339 0.9250 -3.5237 0.7 0.5 0.6 -0.32
O 2.2471 0.6222 -1.1844 0.3 0.3 -0.4 -0.38
C 4.2930 -0.7898 -1.8785 0.6 -0.5 -0.7 -0.24
H 4.8971 -0.6590 0.1684 0.4 0.5 0.2 0.11
H 6.1479 -1.3264 -0.9248 0.0 0.0 0.2 0.11
H 6.4112 0.7570 -2.1579 -0.1 -0.3 -0.1 0.10
H 6.7383 0.9337 -0.4913 -0.4 1.4 0.3 0.11
H 5.1810 2.3499 -2.2259 -1.1 0.7 -0.2 0.09
H 4.3325 2.5153 -0.6858 -0.1 -0.5 0.4 0.11
H 4.8713 -1.0233 -2.7769 -0.4 0.3 -0.4 0.09
H 3.5915 -1.6135 -1.7510 -0.2 0.2 0.3 0.10
C -5.7084 -1.6622 0.0492 -0.6 -0.3 1.0 -0.24
C -5.7617 -1.6599 -1.4710 0.0 -1.2 -1.0 -0.21
C -4.3257 -1.8118 -2.0887 0.3 1.2 0.7 -0.17
S -3.1289 -1.7587 -0.6620 -1.1 0.9 0.6 0.71
O -2.1039 -0.7770 -0.9443 -0.2 -1.3 -0.6 -0.42
O -2.7708 -3.0456 -0.0636 -0.3 0.6 -1.0 -0.33
C -4.4048 -1.0135 0.3900 1.2 0.3 0.3 -0.24
H -5.8804 -2.6004 0.5854 0.6 -0.5 -0.6 0.11
H -6.5585 -1.1016 0.4489 0.2 0.5 -0.2 0.11
H -6.2201 -0.7212 -1.7818 0.4 0.2 -0.1 0.11
H -6.4405 -2.4148 -1.8754 0.1 -0.2 0.2 0.10
H -4.0875 -0.8284 -2.5035 0.2 -0.1 -0.2 0.07
H -4.0713 -2.5554 -2.8387 -0.4 -0.3 0.3 0.09
H -4.4584 0.0432 0.1199 0.4 0.1 0.1 0.12
H -3.9295 -1.1069 1.3670 -0.6 0.2 0.3 0.08
```
Positions in Å, forces in eV/Å.

=====

(3)
ORCA calculation (ωB97M-V/def2-TZVPD) on a cluster of 2 separate species, CHFO3 in total at a distorted geometry.

Computed properties:
Highest occupied orbital energy (spin up / spin down) = -9.4 / -10.9 eV
2S+1 = 1
DFT total energy = -364.0810 Eh
Energy relative to the best compared isomer or geometry (same formula, charge and spin) = 74.0 kcal/mol
LUMO level (spin up / spin down) = -0.807 / -0.600 eV

Structure (XYZ):
```
6
Properties=species:S:1:pos:R:3:forces:R:3:lowdin_charge:R:1
C 1.0258 -0.5432 0.6545 -2.5 1.0 0.5 -0.28
O 1.5048 -0.8769 1.6494 0.8 -0.4 0.2 0.20
O -1.1488 1.0621 -0.7815 0.0 0.1 0.0 -0.07
O -1.1067 0.4853 0.4302 0.8 -0.4 -0.1 -0.12
F 1.3582 -0.5772 -0.5874 0.8 -0.3 -0.8 0.16
H -1.6333 0.4499 -1.3651 0.1 -0.1 0.2 0.11
```
Positions in Å, forces in eV/Å.

=====

(4)
ORCA calculation (ωB97M-V/def2-TZVPD) on a structure of composition C20H26F2I3N4O6S4 at a distorted geometry.

Computed properties:
Highest occupied orbital energy = -11.5 eV
2S+1 = 1
DFT total energy = -4132.9532 Eh
Net charge = +1
LUMO level = -4.535 eV

Structure (XYZ):
```
65
Properties=species:S:1:pos:R:3:forces:R:3:lowdin_charge:R:1
C -1.1378 0.3799 2.8583 2.1 -0.3 -1.0 0.08
C -0.6131 -0.4388 2.0972 -0.9 2.1 -1.2 -0.34
C -0.0182 -1.2236 0.8166 -4.1 0.4 2.5 -0.42
C -0.2827 -2.7699 1.2245 0.3 -1.6 0.0 -0.61
I -1.6944 -2.9904 2.9537 0.1 0.1 -0.5 1.05
C 0.8937 -3.7354 1.6147 -0.2 -1.8 1.0 -0.78
C 0.3567 -5.1555 2.2003 1.1 -0.7 -0.2 -0.29
I 2.1867 -4.4289 -0.0457 -0.1 0.8 0.4 0.88
N 1.4118 -0.7607 0.7578 1.2 -1.6 -0.1 -0.24
S 1.8824 -0.6424 2.5035 0.1 -0.2 1.7 1.01
C 1.8476 0.4325 -0.0945 0.1 2.3 1.2 -0.34
N 2.0649 1.4763 0.9688 2.5 0.1 -1.8 0.02
C 3.2113 1.9975 1.0164 0.9 1.9 -0.9 -0.69
S 4.5952 2.8219 0.8842 -3.1 -1.9 0.8 0.91
S 3.4720 -0.1863 -0.8623 4.4 -3.9 -4.4 0.63
C 4.6626 -0.8755 0.4153 0.2 0.1 0.6 -0.13
O 3.2857 -1.4204 -1.6827 -1.3 1.9 2.6 -0.43
O 4.2505 0.7594 -1.6535 -1.7 0.8 1.9 -0.31
C 0.7776 0.9919 -1.1760 -1.5 -0.6 -2.2 -0.47
S 1.3389 0.5626 -2.9951 0.4 -1.4 -1.1 0.84
N 0.7972 2.4489 -1.4978 1.1 1.5 -1.0 0.01
C 0.1293 2.7937 -2.7532 -3.6 0.3 -2.7 -0.50
O -1.0286 2.5986 -3.0279 2.2 -0.4 1.6 0.15
F 0.7490 3.5995 -3.7474 0.6 -1.3 3.0 0.08
C 1.9971 3.2323 -1.5243 2.4 4.5 2.7 -0.44
O 2.0770 4.1577 -0.7347 -0.3 -2.2 -1.5 0.14
F 3.0773 3.2089 -2.4106 -2.6 -1.6 0.8 0.09
N -0.5831 0.6346 -0.8156 1.1 -1.5 0.6 -0.07
C -1.5372 1.5710 -0.2223 -4.0 1.3 0.7 -0.16
C -1.2294 2.9163 0.5312 0.2 2.5 0.2 -0.32
C -1.4031 4.2660 -0.3630 0.6 -0.2 -0.2 -0.08
C -2.2723 3.2645 1.7306 -0.1 -0.2 -0.4 -0.09
C -0.8496 -0.8087 -0.5307 0.7 0.1 -0.1 -0.54
I -0.0612 -2.2086 -2.0536 0.1 0.3 0.1 1.17
C -2.3848 -1.2251 -0.4785 -1.1 0.6 1.2 -0.17
C -2.9554 -2.5158 -1.1573 -2.5 -0.6 0.9 -0.29
O -3.3714 -2.3384 -2.5550 -0.9 0.1 1.5 -0.12
C -4.7378 -1.9337 -2.5736 -0.1 2.0 -1.5 -0.28
O -5.0458 -0.9151 -3.1547 0.6 -2.0 1.0 0.10
H -1.2053 1.2624 3.5496 -0.4 -1.6 -0.9 0.10
H -0.9174 -3.3472 0.4741 1.1 1.3 0.6 0.04
H 1.6214 -3.3909 2.4010 -0.9 0.2 -1.1 0.05
H 0.3256 -5.1573 3.3372 -0.4 0.2 -1.5 0.06
H 1.1181 -5.9724 1.9545 -1.0 1.3 0.3 0.04
H -0.6015 -5.4957 1.7146 0.9 0.5 0.7 0.07
H 1.9698 -1.6002 0.4747 -0.4 0.2 -0.7 0.04
H 3.2030 -0.3069 2.6166 -0.3 -0.2 -1.1 -0.06
H 5.5118 -1.3074 -0.2119 -1.4 0.8 0.3 0.11
H 4.1981 -1.7429 0.9686 0.4 1.0 -0.5 0.04
H 5.1060 -0.0716 1.0714 -0.7 -0.9 -0.6 0.05
H 0.2396 0.1736 -3.7210 0.3 0.1 1.0 -0.07
H -2.2027 1.0799 0.5738 1.5 -0.1 -1.3 0.10
H -2.3314 1.8195 -1.0158 1.3 -0.2 0.8 0.14
H -0.1827 2.9510 0.9629 -1.2 -0.3 -0.5 0.11
H -0.4489 4.5672 -0.8853 -1.1 -0.4 0.5 0.06
H -2.2109 4.0964 -1.1403 0.9 0.3 1.0 0.09
H -1.6699 5.1611 0.2920 0.3 -1.4 -0.8 0.09
H -1.6889 3.7982 2.5474 -0.8 -0.9 -0.8 0.09
H -2.8503 2.3693 2.1025 0.8 0.8 -0.1 0.06
H -3.0752 3.9995 1.3855 1.1 -1.1 0.3 0.09
H -3.0995 -0.4129 -0.8553 1.5 -0.8 0.3 0.15
H -2.6588 -1.3025 0.6334 0.4 0.0 -1.4 0.10
H -2.4690 -3.5103 -0.9633 0.0 1.2 -0.6 0.10
H -3.9809 -2.6479 -0.6424 1.6 0.2 -0.1 0.13
H -5.5589 -2.5530 -2.0878 1.5 0.1 -0.2 0.17
```
Positions in Å, forces in eV/Å.